Entry from OMol25: C5H12S in the gas phase (ωB97M-V/def2-TZVPD).

Calculated values
* strongest force on any atom: 3.2 eV/A
* HOMO-LUMO gap: 9.90 eV
* HOMO level: -8.9 eV
* LUMO energy: 0.98 eV
* SMILES: CCC[C@H](C)S
* energy above the lowest of the compared OMol25 structures with the same formula, charge and spin: 0.527 eV

Geometry as XYZ:
```
18
C5H12S | OMol25 | ωB97M-V/def2-TZVPD
C 0.275 0.490 -2.660
C 0.210 -0.289 -1.345
C -0.102 0.562 -0.085
C 0.194 -0.300 1.128
C -1.018 -0.181 2.141
S 1.822 -0.227 1.867
H 0.833 1.445 -2.587
H 0.795 -0.014 -3.449
H -0.712 0.672 -2.999
H -0.488 -1.111 -1.537
H 1.202 -0.699 -1.120
H -1.120 0.993 -0.155
H 0.514 1.429 -0.107
H 0.161 -1.318 0.821
H -1.048 0.815 2.571
H -0.799 -0.832 2.947
H -1.964 -0.486 1.738
H 1.246 -0.949 2.831
```